A 9-piece molecular cluster, C69H149N7O9 overall. Source: the OMol25 dataset; level of theory: ωB97M-V/def2-TZVPD.

Properties
total charge	+1
2S+1	2
HOMO-LUMO gap (spin up / spin down)	0.243 / 0.086	hartree
HOMO (spin up / spin down)	-9.16 / -9.16	eV
energy above the lowest of the compared OMol25 structures with the same formula, charge and spin	0.00	kcal/mol

Atoms and positions in Å:
C 3.304142 2.725682 4.168772
C 1.764612 2.646752 4.413912
C 1.384452 1.872312 5.713732
O 1.315892 3.980012 4.642382
H 3.461792 3.259482 3.231592
H 3.693822 1.733852 3.939602
H 3.699072 3.141052 5.095912
H 1.243712 2.087552 3.636702
H 1.753492 2.274922 6.657032
H 1.797912 0.872462 5.581582
H 0.304422 1.741802 5.781532
H 0.616152 3.967822 5.299522
C -0.783918 3.003232 -4.078278
C -0.520888 4.306992 -4.859318
C -1.828438 4.927112 -5.402298
O 0.145342 5.185092 -4.064398
H -1.633188 2.564632 -4.602188
H -0.987508 3.119592 -3.013808
H 0.024362 2.272722 -4.112128
H -0.036328 3.956482 -5.770608
H -2.131958 4.262432 -6.211098
H -1.645138 5.934082 -5.777158
H -2.693908 4.884052 -4.741068
H -0.346318 5.637862 -3.375288
C -0.211398 0.698442 1.519582
C 0.339392 0.072772 0.187112
C 1.849212 0.126992 0.410242
C 2.724032 -0.594618 -0.534818
C 2.271072 -2.030588 -0.602158
C 0.743392 -2.237548 -0.869378
N -0.045968 -1.376068 0.002552
O -1.375968 -1.593468 -0.086618
C 0.501012 -2.028758 -2.341868
C 0.560382 -3.681248 -0.482788
C -0.026638 0.928812 -1.049838
H 0.053002 0.010952 2.323052
H -1.300208 0.747612 1.506192
H 0.306032 1.639192 1.707612
H 2.261252 1.129572 0.524842
H 2.122392 -0.274988 1.385882
H 3.766802 -0.528278 -0.224468
H 2.623602 0.009772 -1.436338
H 2.453352 -2.422758 0.398382
H 3.001942 -2.571158 -1.203598
H 0.845082 -2.894408 -2.907878
H -0.561748 -1.911168 -2.553548
H 1.124672 -1.264528 -2.805648
H 1.249222 -4.359278 -0.986658
H 0.623852 -3.777528 0.601092
H -0.408618 -4.102118 -0.751118
H 0.603972 0.597602 -1.874908
H 0.246882 1.966182 -0.857068
H -1.070618 0.808242 -1.339098
H -1.623238 -2.073648 0.707032
C -0.432108 -11.546438 1.324412
C 0.627912 -10.466138 1.087252
C 0.239912 -9.688828 -0.221378
C 0.984792 -8.420308 -0.456618
C 0.712982 -7.486198 0.802892
C 1.232472 -8.174478 2.126102
N 0.654452 -9.572518 2.250422
O 0.874862 -10.227638 3.470822
C 2.755902 -8.203878 2.142712
C 0.638782 -7.404418 3.319432
C 1.963832 -11.233728 0.840462
H -1.314988 -11.017178 1.682892
H 0.043882 -12.255068 2.002182
H -0.617618 -12.141278 0.430062
H 0.412102 -10.336668 -1.080878
H -0.822528 -9.471988 -0.332388
H 0.466752 -7.938318 -1.285728
H 2.064332 -8.536568 -0.552488
H -0.352258 -7.271868 0.889042
H 1.244032 -6.536688 0.735652
H 3.060402 -7.292668 2.657572
H 3.149652 -9.004278 2.769152
H 3.189832 -8.116478 1.146632
H 1.188952 -7.716038 4.207302
H 0.770382 -6.322508 3.304202
H -0.398838 -7.669548 3.522282
H 2.772492 -10.517918 0.692882
H 2.008732 -11.816778 -0.079398
H 2.316212 -11.827798 1.683672
H 1.833222 -10.282978 3.478942
C 9.418062 -1.243388 -1.835488
C 9.523612 -0.093528 -0.799468
C 10.021472 1.236992 -1.461938
C 8.932422 2.020702 -2.231828
C 7.747432 2.232052 -1.301928
C 7.220482 0.980932 -0.584988
N 8.255842 0.137502 -0.086848
O 7.770582 -0.965108 0.542042
C 6.226062 1.606912 0.465772
C 6.353592 0.249462 -1.583558
C 10.611332 -0.526118 0.269042
H 9.108152 -0.816218 -2.789208
H 8.784512 -2.104048 -1.621068
H 10.474202 -1.471618 -1.978958
H 10.385352 1.753072 -0.573488
H 10.880122 1.108012 -2.120868
H 8.729482 1.523012 -3.180108
H 9.435052 2.962682 -2.451198
H 7.009412 2.517132 -2.051708
H 7.929422 3.093662 -0.659578
H 5.390722 0.946402 0.698222
H 6.662622 1.939802 1.407422
H 5.687652 2.444272 0.021862
H 6.955842 -0.207068 -2.369038
H 5.887972 -0.629218 -1.137228
H 5.650492 0.892712 -2.112678
H 10.194002 -1.423858 0.725112
H 10.845182 0.276262 0.968742
H 11.560712 -0.800788 -0.190678
H 7.900012 -0.725348 1.462562
C 0.792552 7.633712 1.473652
C 1.786712 6.425322 1.305542
C 2.378642 6.377962 -0.089188
C 3.549922 7.373192 -0.319018
C 4.596412 7.084882 0.857932
C 4.023152 7.160312 2.312822
N 2.808192 6.286482 2.365122
O 2.245372 6.299172 3.647542
C 5.107652 6.567692 3.203212
C 3.771622 8.650482 2.722272
C 0.971262 5.104972 1.456882
H 0.393672 7.754462 2.480832
H -0.130538 7.286482 1.009502
H 1.133642 8.592662 1.083562
H 2.800392 5.397972 -0.312488
H 1.548062 6.403222 -0.794588
H 3.130672 8.377392 -0.256478
H 4.100192 7.140572 -1.230708
H 5.316052 7.875432 0.645202
H 5.005512 6.098932 0.637382
H 4.849802 6.623002 4.260822
H 5.327952 5.546802 2.891202
H 6.086862 7.042212 3.139372
H 4.760082 9.109832 2.729082
H 3.088122 9.049682 1.972892
H 3.326732 8.707722 3.715692
H 1.606562 4.227702 1.578902
H 0.216062 4.863712 0.708852
H 0.347372 5.027262 2.347292
H 2.337062 5.362702 3.837882
C -6.132248 4.137622 -1.435748
C -4.891398 4.737912 -0.791038
C -3.769408 3.572892 -0.967278
C -2.404558 4.052462 -0.602698
C -2.062578 5.306622 -1.413168
C -3.107348 6.507862 -1.285718
N -4.503838 5.948362 -1.508718
O -5.445768 6.979292 -1.458448
C -2.892428 7.266062 0.058732
C -2.793088 7.417922 -2.510858
C -5.117158 4.878322 0.687102
H -6.310828 3.114232 -1.105778
H -6.023318 4.126182 -2.520228
H -7.006788 4.764612 -1.262138
H -3.939818 2.716642 -0.314678
H -3.844828 3.226942 -1.998168
H -1.690298 3.245872 -0.768088
H -2.353038 4.281872 0.461642
H -1.959078 5.061912 -2.470288
H -1.084068 5.684152 -1.116388
H -2.632708 6.538412 0.827612
H -2.216928 8.118222 -0.016328
H -3.850928 7.674602 0.378862
H -3.234628 8.392622 -2.303238
H -1.736368 7.523282 -2.756488
H -3.341008 7.009702 -3.360118
H -5.738348 5.739312 0.933922
H -4.213508 4.925762 1.294782
H -5.679178 3.989332 0.973342
H -5.714968 7.049752 -2.377228
C -4.048518 -2.675138 -5.527118
C -4.220958 -1.498838 -4.527228
C -4.363508 -0.222308 -5.349458
C -4.708428 1.050252 -4.513858
C -5.946238 0.767282 -3.661368
C -5.762658 -0.483868 -2.805168
N -5.382898 -1.634228 -3.646858
O -5.524698 -2.860678 -2.965288
C -4.894628 -0.214578 -1.577938
C -7.176738 -0.796778 -2.143558
C -2.875628 -1.390168 -3.748848
H -4.151068 -3.613938 -4.982828
H -3.155648 -2.724878 -6.150338
H -4.901048 -2.674138 -6.206288
H -3.380588 -0.058398 -5.791148
H -5.204348 -0.343578 -6.032378
H -4.843498 1.852462 -5.239338
H -3.890058 1.456672 -3.919538
H -6.792098 0.698572 -4.345398
H -6.103288 1.657642 -3.052518
H -4.736278 -1.178728 -1.094778
H -3.996618 0.370182 -1.777298
H -5.439228 0.348502 -0.820018
H -7.583128 0.068512 -1.619898
H -7.912588 -0.965308 -2.929828
H -7.273158 -1.616328 -1.431418
H -2.900008 -1.692738 -2.701968
H -2.561278 -0.349548 -3.668798
H -2.103808 -1.954148 -4.272598
H -6.225578 -3.292238 -3.459368
C -2.302538 -5.501968 2.191292
C -3.457158 -4.403678 2.400012
C -4.100398 -4.352358 1.013932
C -5.521398 -3.780518 0.983852
C -6.413088 -4.567718 1.952822
C -5.849908 -4.631288 3.465602
N -4.415818 -5.052578 3.432862
O -3.872018 -5.227698 4.705112
C -6.009858 -3.273498 4.109172
C -6.708458 -5.740748 4.201332
C -2.887448 -2.993358 2.800922
H -2.808278 -6.403858 1.846462
H -1.758758 -5.719688 3.110532
H -1.593758 -5.227168 1.410112
H -3.443748 -3.844138 0.307812
H -4.187498 -5.358468 0.603732
H -5.862668 -3.965958 -0.034608
H -5.693878 -2.705918 1.043682
H -6.610778 -5.553908 1.532772
H -7.356718 -4.022468 1.971622
H -5.397608 -2.513628 3.623522
H -7.056078 -2.985748 4.212772
H -5.687788 -3.214228 5.148812
H -6.397998 -6.748278 3.924572
H -6.640598 -5.613608 5.281762
H -7.731398 -5.573188 3.864252
H -1.950788 -2.821348 2.270642
H -2.498148 -3.029738 3.818382
H -3.696498 -2.266548 2.728152
H -3.984188 -6.166928 4.869002

Force components x, y, z for each atom (eV/Å):
-1.9 -0.7 -0.2
0.6 -0.4 2.4
0.6 -0.8 -1.0
-0.1 -0.1 -0.9
0.3 0.7 0.4
0.1 -0.2 0.5
0.6 0.2 -0.5
-0.1 0.6 -0.5
0.2 0.3 -0.2
0.0 -0.2 0.3
-0.1 0.2 0.0
-0.1 0.1 -0.1
-0.4 -0.4 -0.6
-2.7 -1.3 0.6
0.0 -1.0 -0.3
2.9 1.5 0.2
-0.2 -0.5 0.4
-0.3 0.4 -0.1
0.3 0.2 -0.3
1.2 0.8 0.2
-0.1 0.3 -0.4
-0.1 -0.1 0.0
0.2 0.3 0.5
-0.5 -0.4 -0.3
-0.2 -1.5 -1.0
0.0 0.2 0.0
0.9 0.2 1.7
-0.3 0.4 -1.0
0.2 0.6 0.8
1.9 0.0 -0.7
3.2 1.2 2.0
-2.2 0.0 -0.9
-0.1 -0.5 -1.1
-1.3 -1.0 0.2
0.5 -0.5 0.4
0.1 0.0 0.1
0.0 0.5 0.0
-0.4 0.1 -0.2
-0.7 0.6 -0.3
-0.6 -0.4 0.5
0.0 0.0 0.0
0.4 -0.6 -0.8
0.0 -0.1 0.3
-0.8 -0.5 -0.7
-0.2 -0.4 0.1
0.1 0.3 -0.1
-0.4 0.5 0.3
0.4 0.3 0.2
0.3 -0.1 0.1
-0.4 0.2 -0.1
-0.2 0.1 -0.1
-0.3 0.1 0.0
-0.1 0.2 0.1
0.0 0.1 0.0
0.7 0.2 0.0
0.2 -0.9 -1.1
0.4 -1.0 0.3
-0.9 1.9 1.9
1.0 -1.7 0.0
-1.4 -0.8 -0.3
-1.6 1.4 -1.7
0.5 0.6 -0.7
-0.1 1.3 0.6
0.8 -0.4 0.8
0.8 1.3 -0.1
-0.2 -0.6 0.2
-0.8 0.1 0.6
-0.2 0.3 -0.2
0.2 -0.4 0.1
-0.3 0.0 0.7
0.8 0.2 -0.4
-0.2 0.0 -0.5
-0.1 -0.1 0.0
0.0 0.1 -0.1
0.3 0.2 0.0
0.2 -0.2 -0.4
0.1 -0.6 0.1
-0.1 -0.1 0.2
0.0 0.1 -0.5
0.0 0.0 -0.4
0.1 0.3 0.0
-0.5 -0.3 0.2
-0.4 -0.3 0.1
0.6 -0.5 0.6
0.8 1.2 -0.5
0.5 -0.6 0.0
-0.8 -0.7 0.5
1.9 -0.6 1.6
0.5 0.1 -1.8
-1.5 1.6 -0.6
1.8 2.8 0.2
-0.6 -1.4 0.7
-0.2 -0.8 0.1
0.0 -1.2 -0.9
-1.0 0.1 -0.9
-0.3 -0.1 -0.1
0.3 0.1 0.4
-0.2 -0.9 -0.3
-0.1 0.8 -0.3
0.1 -0.6 0.1
-0.4 0.0 0.1
-0.4 0.3 -0.3
-0.8 0.4 0.7
0.1 -0.2 0.3
0.2 -0.5 0.2
0.3 0.0 -0.1
0.4 0.3 -0.2
0.3 0.2 -0.2
-0.4 0.2 0.2
-0.3 -0.1 0.4
0.3 0.1 0.5
-0.4 -0.1 0.2
-0.1 0.0 -0.3
-0.1 -0.4 0.3
-0.3 -1.1 0.1
-1.3 -0.6 1.2
1.1 0.0 -0.6
-0.6 -1.4 2.0
-1.8 1.1 -1.2
0.1 0.4 -0.7
1.8 0.7 -1.5
0.1 0.3 -0.2
0.2 -0.4 0.4
0.0 -1.5 -0.5
-0.8 -0.4 0.6
0.8 0.1 0.4
0.0 0.4 -0.8
-0.1 -0.2 -0.1
0.1 -0.4 0.5
-0.1 0.6 -0.2
0.5 0.2 -0.3
-0.4 0.4 -0.2
0.6 -0.3 0.7
0.2 0.0 0.3
-0.2 -0.3 0.0
-0.3 -0.3 0.2
-0.2 0.6 -0.4
-0.3 0.4 -0.1
0.2 0.6 0.2
0.0 0.0 -0.1
0.5 0.1 -0.4
0.3 0.4 -0.8
0.2 0.7 0.5
-0.5 -0.1 0.8
-0.4 0.7 -0.6
0.9 -1.8 0.0
-1.0 1.3 0.0
0.5 0.8 -0.5
-0.7 0.5 0.4
0.9 -0.9 -0.6
2.7 -0.6 -0.6
-0.4 0.0 0.5
-1.2 -0.6 -0.5
-1.3 0.0 0.7
-0.6 0.1 0.8
-0.1 0.1 0.2
0.2 -0.1 -0.1
-0.2 -0.1 0.3
-0.9 0.0 0.0
0.3 0.0 -0.2
0.2 0.1 -0.1
0.0 0.0 0.1
-0.4 -0.2 0.0
0.1 0.3 0.2
0.5 0.3 0.1
0.3 -0.4 0.0
-0.1 0.2 -0.1
0.2 0.2 -0.2
0.0 0.0 0.3
0.3 -0.1 -0.2
0.0 0.1 -0.1
0.0 0.0 -0.1
0.0 0.0 0.4
-0.2 0.2 -0.1
-1.8 -0.4 0.5
1.9 -0.4 0.4
-0.2 1.0 1.3
0.2 -0.7 -0.6
0.8 0.6 -0.7
-2.0 -0.4 1.5
-1.1 1.0 -1.2
0.8 0.0 0.2
0.3 0.0 0.2
-0.3 0.4 -1.1
0.1 0.2 0.3
0.3 -0.1 0.1
0.1 0.5 0.4
-0.1 0.1 -0.2
-0.3 -0.1 -0.7
0.3 -0.1 -0.5
-0.5 0.1 0.0
0.3 -0.5 0.3
-0.2 -0.4 0.1
-0.3 -0.2 0.4
0.7 -0.1 -0.1
0.3 -0.5 0.0
-0.3 0.3 -0.2
0.4 0.3 0.0
0.0 -0.3 -0.2
0.6 -0.2 -0.1
-0.3 -0.5 -0.1
0.2 0.1 -0.2
0.1 0.1 0.2
-0.1 -0.1 0.0
-0.9 0.6 0.9
2.0 -1.7 -0.8
-1.2 0.5 0.2
-0.1 -0.6 -0.5
0.8 0.8 0.5
-1.8 -2.1 -1.7
0.5 3.0 0.4
-0.2 0.4 -2.1
0.8 0.8 1.1
0.8 1.1 -0.2
-0.5 -1.6 1.3
0.1 -0.2 0.1
0.0 0.1 -0.1
-0.1 0.4 0.1
0.2 0.3 0.3
0.0 -0.2 0.2
-0.3 -0.2 -0.1
0.7 0.2 0.6
0.1 -0.2 0.4
-0.2 -0.3 0.4
-0.6 0.1 -0.3
-0.1 -0.1 -0.7
0.3 -0.6 0.1
0.0 0.0 -0.1
-0.1 -0.1 0.0
0.0 -0.2 0.2
-0.5 0.1 -0.6
-0.4 0.1 0.3
0.7 0.3 -0.3
-0.1 -0.7 0.5